{"formula": "C35H58ClN3O2PS2", "method": "ωB97M-V/def2-TZVPD", "symbols": ["C", "C", "C", "N", "C", "C", "C", "C", "O", "O", "C", "C", "C", "S", "C", "S", "N", "C", "C", "N", "C", "C", "C", "C", "C", "Cl", "C", "P", "C", "C", "C", "C", "H", "H", "H", "H", "H", "H", "H", "H", "H", "H", "H", "H", "H", "H", "H", "H", "H", "H", "H", "H", "H", "H", "H", "H", "H", "H", "H", "H", "H", "H", "C", "C", "C", "C", "C", "C", "H", "H", "H", "H", "H", "H", "H", "H", "H", "H", "H", "H", "H", "H", "C", "C", "C", "C", "C", "C", "H", "H", "H", "H", "H", "H", "H", "H", "H", "H", "H", "H", "H", "H"], "coordinates": [[-5.280, -0.397, 0.612], [-4.300, -0.859, 1.162], [-3.130, -1.388, 2.053], [-1.829, -0.659, 1.827], [-0.888, -1.327, 1.042], [0.438, -0.735, 0.731], [0.721, 0.619, 1.360], [2.145, 1.232, 1.011], [2.190, 1.859, -0.031], [3.241, 1.068, 1.856], [4.297, 0.320, 1.188], [3.875, -1.195, 0.850], [3.804, -1.293, -0.734], [3.087, -2.872, -1.366], [1.784, -2.514, -2.595], [0.765, -3.727, -3.062], [1.571, -1.196, -3.166], [2.525, -0.272, -3.670], [1.872, 0.994, -4.123], [0.458, 0.757, -3.893], [0.342, -0.499, -3.361], [-0.290, 1.346, 2.221], [0.043, 2.739, 2.860], [-0.772, 3.962, 2.264], [-0.226, 4.268, 0.808], [-0.327, 5.415, 3.327], [-1.617, 0.632, 2.407], [-3.050, 1.350, 3.384], [-4.231, 2.312, 2.268], [-3.743, 2.514, 0.773], [-2.493, 2.348, 4.873], [-3.847, 2.842, 5.606], [-6.276, 0.018, 0.300], [-2.939, -2.480, 1.783], [-3.374, -1.409, 3.164], [-1.137, -2.350, 0.628], [1.206, -1.258, 0.083], [4.632, 0.856, 0.240], [5.188, 0.344, 1.895], [2.926, -1.496, 1.379], [4.698, -1.847, 1.293], [4.865, -1.135, -1.115], [3.209, -0.421, -1.168], [3.605, -0.571, -3.675], [2.385, 1.895, -4.541], [-0.699, -0.850, -3.115], [-0.017, 2.728, 3.997], [1.143, 2.942, 2.636], [-1.890, 3.870, 2.342], [-0.615, 3.536, 0.034], [-0.350, 5.349, 0.501], [0.901, 4.094, 0.845], [-4.451, 3.309, 2.778], [-5.219, 1.751, 2.272], [-3.488, 1.564, 0.225], [-4.610, 2.999, 0.211], [-2.872, 3.223, 0.653], [-1.949, 3.310, 4.599], [-1.820, 1.779, 5.583], [-4.701, 2.110, 5.461], [-4.148, 3.790, 5.046], [-3.676, 3.137, 6.678], [4.472, 2.655, -2.414], [4.744, 3.431, -3.697], [5.841, 2.803, -4.559], [7.224, 2.739, -3.907], [7.794, 4.086, -3.457], [8.013, 5.059, -4.609], [5.351, 2.629, -1.765], [3.662, 3.127, -1.853], [4.175, 1.628, -2.636], [4.994, 4.468, -3.454], [3.821, 3.468, -4.284], [5.906, 3.356, -5.501], [5.539, 1.784, -4.830], [7.920, 2.279, -4.617], [7.191, 2.066, -3.043], [8.754, 3.908, -2.963], [7.144, 4.545, -2.707], [8.701, 4.638, -5.347], [8.446, 5.991, -4.238], [7.077, 5.308, -5.113], [-4.054, -5.911, 2.884], [-3.797, -5.937, 1.383], [-4.875, -5.213, 0.574], [-6.279, -5.812, 0.682], [-6.393, -7.281, 0.272], [-6.038, -7.526, -1.189], [-4.982, -6.423, 3.144], [-3.241, -6.412, 3.415], [-4.113, -4.882, 3.251], [-3.694, -6.972, 1.045], [-2.832, -5.454, 1.186], [-4.568, -5.189, -0.477], [-4.920, -4.165, 0.895], [-6.957, -5.216, 0.061], [-6.644, -5.704, 1.709], [-7.424, -7.609, 0.441], [-5.765, -7.907, 0.913], [-6.690, -6.946, -1.848], [-6.164, -8.583, -1.436], [-5.002, -7.257, -1.405]], "gap_ev": 6.494, "charge": 1, "e_tot_ev": -89269.2169}